[1]
119
Properties=species:S:1:pos:R:3:lowdin_charge:R:1 method="wB97M-V/def2-TZVPD" homo_ev=-10.3 smiles="COP(=O)(OC)OC.COP(=O)(OC)OC.COP(=O)(OC)OC.COP(=O)(OC)OC.COP(=O)(OC)OC.COP(=O)(OC)OC.COP(=O)(OC)OC" energy_ha=-5334.52110 e_above_lowest_kcal_mol=174.6 lumo_ev=0.60
C -0.9843 12.1658 -9.4520 -0.122
H -1.4068 -8.8978 -2.7879 0.090
O 4.6498 1.4721 10.3743 -0.263
C -11.5678 0.0698 -6.2877 -0.117
O 2.4395 0.0501 10.2232 -0.199
H -11.6031 -0.9968 -6.5095 0.080
O -1.3175 13.7914 -7.0042 -0.230
H -3.7843 -5.2077 3.8679 0.083
H -1.5711 12.9150 -9.9834 0.078
H 2.5872 0.2184 -5.4256 0.079
O -1.8402 11.6645 -8.4336 -0.250
H 11.0341 1.3036 8.7453 0.074
O -7.6848 0.3936 -6.2599 -0.218
H -0.7469 -7.2914 -2.3603 0.089
H -12.0462 0.5817 -7.1227 0.092
O 10.9865 0.8249 5.2555 -0.241
P 2.3746 0.5657 -1.9675 0.487
O 2.4909 2.1259 -2.4333 -0.248
O -10.3306 0.7170 -6.0224 -0.201
H -7.5665 -9.0163 4.6630 0.094
C 10.7568 -1.3932 7.1037 -0.052
H 5.4582 0.7863 -0.4838 0.087
H -1.9181 -7.4129 -3.4642 0.081
H -12.1031 0.1298 -5.3401 0.094
H -0.0993 12.7070 -9.1172 0.091
H 1.6323 -1.1688 -4.9259 0.086
H -6.0014 -0.1951 -7.1976 0.089
H -4.1757 -6.8480 6.6772 0.086
H -5.8062 -7.1490 7.1551 0.079
C 10.9700 2.1927 8.1179 -0.095
O 11.8884 -0.4689 7.2432 -0.254
C -4.4086 -4.8194 3.0633 -0.117
P -1.5520 12.1407 -6.8445 0.561
O -7.4452 -7.1752 3.4862 -0.211
H 1.9819 3.7024 -1.1193 0.085
C 14.7419 1.0979 6.2188 -0.085
O 3.6195 0.2637 -0.9496 -0.232
O -0.4799 11.3637 -6.1681 -0.242
H -1.5492 -8.0329 -8.1212 0.067
O -4.9855 -8.0575 3.3163 -0.294
H -1.9931 14.8525 -8.5219 0.085
H 1.5882 3.8895 -2.8521 0.086
H -3.0651 -7.6217 -7.2912 0.096
O -1.4301 -7.3993 -6.0953 -0.233
H -7.3831 -1.5344 -3.8217 0.081
H -2.6252 9.9736 -5.5529 0.086
C 2.5159 -0.6052 11.4303 -0.154
H 0.6000 2.8775 -1.7858 0.082
H -0.8516 -11.4614 -6.9484 0.086
H -5.1165 -8.2082 6.0913 0.079
H 10.7763 -1.7475 6.0731 0.090
H 14.4768 2.0000 6.7702 0.078
H 3.6107 4.0462 10.4665 0.077
O 12.1122 2.1196 7.2176 -0.258
O 2.9308 1.4434 8.2358 -0.220
H -7.0129 -0.0745 -2.9763 0.084
H 9.9997 2.0865 7.6327 0.086
C -5.1508 -7.1360 6.2843 -0.118
O 2.7857 -0.2076 -3.3512 -0.252
H 4.3288 1.7410 6.7359 0.090
O 2.1658 2.5250 10.5052 -0.223
P -5.9016 -6.8679 3.7273 0.535
H 5.2845 -0.5935 -1.5538 0.100
O -1.2206 -9.8990 -5.8253 -0.250
C -6.5497 -0.4255 -6.2841 -0.142
H 2.0078 4.5132 10.4018 0.095
H 9.8742 -0.7835 7.2972 0.080
O -5.6768 -5.4224 2.9955 -0.240
H -1.9640 -6.3642 -7.8719 0.091
C -2.0161 -7.3505 -7.4109 -0.082
P -9.0764 -0.2611 -5.7134 0.509
P 3.2181 1.4172 9.8755 0.558
H -8.9570 -8.3207 3.7326 0.093
O -0.0211 -8.2739 -4.0978 -0.199
C -3.4093 10.7227 -5.6633 -0.142
H 11.1179 3.1013 8.7015 0.091
H -1.0539 -9.9853 -8.0202 0.071
H -3.5925 10.8687 -4.5988 0.091
C 1.9852 -0.1864 -4.6120 -0.051
H -8.2022 -0.9649 -2.3710 0.084
C 1.6178 3.1949 -2.0126 -0.088
H -7.6733 -9.1265 2.9091 0.091
C -1.0180 -7.9577 -3.1792 -0.159
H -6.7308 -1.4893 -6.1307 0.086
O 0.9588 -8.5631 -6.5155 -0.260
P -0.3226 -8.4935 -5.7278 0.525
C -7.8468 -0.6645 -3.3567 -0.112
H 15.3019 1.3037 5.3066 0.090
H 15.3001 0.4183 6.8628 0.088
P 12.0726 0.7425 6.2474 0.437
H 2.9575 2.8761 6.7721 0.093
C -7.8797 -8.4838 3.7650 -0.123
O -9.2760 -1.7526 -5.9510 -0.276
O 1.0320 0.1421 -1.4309 -0.272
H 2.4176 -1.6894 11.3753 0.085
H 3.4412 -0.4448 11.9835 0.090
O -2.9839 11.9746 -6.0898 -0.222
H -5.8523 -0.0325 -5.5443 0.088
C 3.6360 2.2799 7.3823 -0.141
C -2.2296 14.7081 -7.4677 -0.151
H 4.3186 2.9005 7.9627 0.078
H -4.0238 -4.9329 2.0498 0.100
C -1.3985 -10.5398 -7.1473 -0.094
O -5.7058 -6.2838 5.2626 -0.230
H -2.3510 -11.0035 -7.4037 0.082
O -8.8443 0.0070 -4.1416 -0.221
H 1.6696 -0.5283 12.1128 0.087
H 1.1829 0.5485 -4.5458 0.079
C 2.6422 3.7684 10.8824 -0.152
H 2.8049 3.7345 11.9596 0.098
H -2.3233 15.6943 -7.0130 0.091
H -0.8212 11.2662 -10.0456 0.095
H 5.0121 1.2766 -2.0581 0.090
H -4.2936 10.2879 -6.1293 0.094
H -3.2444 14.3467 -7.3021 0.087
H -4.5816 -3.8165 3.4536 0.093
C 4.9471 0.4279 -1.3773 -0.118
O 13.5685 0.4471 5.7001 -0.218
H 10.7734 -2.1397 7.8978 0.089

***

[2]
100
Properties=species:S:1:pos:R:3:lowdin_charge:R:1 method="wB97M-V/def2-TZVPD" homo_ev="-13.1 / -13.1" s_squared=8.762 charge=+2 energy_ha=-3052.40895 spin_multiplicity=6 lumo_ev="-7.06 / -9.87"
H -2.2882 -1.2051 -2.6830 0.095
C -5.3775 -1.4092 -3.9426 -0.101
H 0.6541 4.2485 -2.1961 0.073
H -3.6779 -4.0058 -0.4559 0.142
H 2.7125 0.2220 4.8789 0.133
H 2.3466 -0.6786 -5.2942 0.070
H 1.0368 1.8425 -2.7392 0.041
H 1.8936 -0.2762 -0.5100 0.136
H 3.5702 4.3327 -1.4916 0.155
H -3.7426 -8.4620 -0.4837 0.093
H 1.4827 5.4154 0.3590 0.124
C 1.9189 -0.3229 5.4028 -0.176
H 4.1144 -0.4195 -1.1394 0.087
C 3.5166 0.6492 -3.6036 -0.179
H -4.7429 -4.8486 1.3040 0.079
O 2.1925 -4.3378 -0.5085 -0.045
H -2.0277 -8.0409 -0.7254 0.090
N 2.1468 0.2774 -5.5820 0.048
H 3.2348 5.3822 0.6830 0.138
N -3.9043 -4.3471 1.5664 0.052
O 1.0736 -0.9988 4.4510 -0.255
H 2.5031 2.2859 -1.0451 0.062
C 2.2765 7.7967 0.0448 -0.094
H -1.2685 -3.1618 -0.1859 0.063
H 2.3802 -1.1103 6.0086 0.150
H 1.2972 7.6658 0.5334 0.090
H -2.7632 -8.1019 0.9369 0.094
H -3.3541 2.2423 -1.5376 0.063
H 1.7563 -4.8528 -1.1964 0.048
H -1.3809 -3.4254 1.5313 0.080
C 2.4848 5.4694 -0.1138 -0.222
C -3.7714 0.3078 -2.1266 -0.438
H 1.1870 -2.1150 2.7472 0.068
H 1.1296 0.1523 -3.0076 0.068
H -4.6176 -0.8517 -4.5138 0.081
H -6.2249 -0.7097 -3.9504 0.100
H -0.3452 -0.5673 3.4397 0.082
N 2.1414 3.0946 -0.5232 0.045
Fe -0.4220 1.4776 1.6724 1.164
O -0.9026 0.1760 3.0866 -0.058
C 2.3297 1.1559 -4.3973 -0.404
C 2.5246 4.3709 -1.1631 -0.376
H -1.6465 0.4518 -2.3991 0.060
H -4.8016 1.7321 -1.0580 0.079
H 4.6075 1.1921 -0.5710 0.089
H -2.4318 -2.1858 0.6552 0.055
H 2.5540 2.1431 -4.8075 0.135
H -4.4591 -1.2032 -0.7952 0.119
C 4.4688 0.5777 -1.4599 -0.099
O 2.6240 6.6997 -0.7554 -0.174
H 1.9520 -2.8776 4.1401 0.110
H 5.4278 0.3481 -1.9303 0.105
O 0.2713 0.1013 0.4111 -0.115
H 1.3744 -1.6709 0.4840 0.081
H 1.9912 4.0432 -3.2398 0.076
O 3.5147 1.2015 -2.2898 -0.251
C -3.0144 -4.2537 0.3861 -0.442
H 1.4545 2.1434 7.7705 0.086
C -2.9149 -7.8576 -0.1173 -0.077
O -3.3757 -6.5134 -0.2466 -0.171
N 0.1681 -0.1009 7.1376 0.062
C 1.0497 1.1067 -3.5490 -0.059
N -3.8407 1.4276 -1.1793 0.037
H 0.6082 -1.2951 -1.0931 0.119
C -2.3906 -5.5753 0.0313 -0.259
H 2.2109 8.6890 -0.5682 0.098
H -1.0035 3.1584 -0.3398 0.092
H 2.9619 7.9495 0.8879 0.096
H 2.7405 0.9408 7.5756 0.094
C 1.9988 1.5449 7.0467 -0.050
O -4.9422 -1.7715 -2.6560 -0.178
H 0.6009 3.0152 -0.1753 0.032
H -2.1341 -0.6447 -1.0766 0.046
H 1.1618 0.2599 -5.8212 0.070
C 1.6670 4.6332 -2.3805 -0.020
H -5.7981 -0.2997 -1.5319 0.134
H 2.5816 2.1893 6.3839 0.081
H -3.9726 0.6208 -3.1547 0.130
H 4.4660 0.8422 -4.1044 0.145
H -4.1448 -3.4119 1.8660 0.057
H -1.6560 0.2489 3.6916 0.124
C 1.0072 -0.8733 -0.1625 -0.109
C -1.9827 -3.1810 0.6524 -0.083
H 2.6560 2.9958 0.3549 0.109
H 1.6299 5.6731 -2.6858 0.094
H -0.5124 0.5788 7.4745 0.083
H -0.4086 -0.6398 6.4858 0.063
H -5.5926 -2.3205 -4.4891 0.097
H 3.3877 -0.4405 -3.5020 0.131
C -4.8075 -0.7357 -1.7194 -0.208
H 2.7679 -1.5102 3.3649 0.100
H 1.4747 -3.8903 -0.0528 -0.005
H -1.7600 -5.9139 0.8701 0.133
C -2.3824 -0.2951 -2.0877 -0.058
O -0.3246 2.9220 0.3068 -0.129
H 0.1099 1.1445 -4.0910 0.079
H 0.5283 1.2488 5.5218 0.121
C 1.0994 0.6202 6.2355 -0.463
H -1.7043 -5.3767 -0.8098 0.126
C 1.7921 -1.9224 3.6359 -0.066

***

[3]
107
Properties=species:S:1:pos:R:3:lowdin_charge:R:1 method="wB97M-V/def2-TZVPD" homo_ev=-9.5 smiles="NC(N)=O.NC(N)=O.NC(N)=O.NC(N)=O.CC(C)O.CCO.CCO.CCO.CCO.CCO.CCO.CCO" energy_ha=-2180.72020 e_above_lowest_kcal_mol=0.0 lumo_ev=0.18
N -5.2292 0.2888 -0.9340 0.191
N 2.3112 5.8237 1.6104 0.156
H 3.0209 -1.0652 -1.7855 0.043
C -2.5717 0.2787 4.5775 -0.469
H -1.6666 2.8487 -4.0364 0.076
H -1.2480 -0.8822 -0.2780 0.044
H -1.2054 1.5148 -3.0145 0.060
H 2.1962 4.8690 1.8991 0.070
H -1.3834 -0.8329 3.2313 0.067
H -0.4384 0.2934 3.9821 0.055
H -0.5846 4.0287 4.5644 0.107
H 1.1412 1.3053 2.3442 0.056
H -3.3110 -2.5975 -0.5571 0.027
N -4.9723 -1.0364 0.9052 0.180
H 3.3592 -2.0061 1.1870 0.109
O -3.8271 1.7436 -2.9132 -0.111
H 2.3638 1.1432 -1.7453 0.097
H -5.9360 -0.9793 1.1664 0.108
H -3.5783 -1.9887 -4.9196 0.076
H 1.6919 -1.2693 2.2313 0.039
H 4.9971 4.6620 2.3363 0.063
C -1.9732 -4.0107 -0.9215 -0.313
C 4.6008 2.7014 2.5189 -0.304
H 3.1464 6.2651 1.9534 0.095
H -3.6060 1.6480 -3.8464 0.094
H -0.9622 -1.2018 4.9088 0.083
H 2.0061 -4.2388 0.7779 0.052
H 1.6552 1.5367 4.0287 0.107
C -4.3937 -0.3624 -0.1142 -0.644
H 3.1696 2.4465 -3.6773 0.071
H -4.2642 1.0904 3.4199 0.080
C 2.9597 -2.7075 1.9273 -0.322
H 2.1745 -5.9196 -2.7618 0.076
H 1.0206 4.5532 0.0914 0.074
H -1.4498 1.0420 -0.1337 0.065
H -2.2152 2.0632 5.3369 0.057
C 3.7347 1.5462 -3.4069 -0.088
O 1.4270 0.2468 0.9062 -0.042
H -2.7952 1.9732 3.3368 0.075
H 5.1995 2.4386 3.3940 0.105
H -3.4337 -2.7130 -3.4004 0.071
H -3.3244 3.7079 -2.4969 0.114
H 5.2879 1.7355 0.6507 0.077
O -0.1251 3.3026 2.1197 -0.014
H -1.4577 -0.6916 -4.5861 0.109
H -4.3827 -1.7778 1.2511 0.112
H 4.5099 1.9400 -2.7494 0.076
H 3.5887 1.6672 1.0039 0.049
N 1.2875 1.8929 3.1683 0.156
H 3.7149 -4.5671 1.0189 0.079
H 3.1943 -3.6403 -2.4134 0.109
O 1.6683 -2.2346 2.2969 -0.106
H 3.5995 -2.6431 2.8183 0.109
C 1.6849 -5.0522 -2.3076 -0.074
O -0.8381 -2.6696 -4.2832 -0.102
O 5.1307 3.8453 1.8525 -0.095
C -1.6135 -1.5130 -3.8839 -0.267
H 2.4691 -4.7755 2.2824 0.079
H -1.3009 -3.7774 -0.0911 0.104
C 0.3120 0.1418 0.3493 -0.623
C -2.0177 -5.5605 -0.8486 -0.072
O -2.3968 1.1828 5.6769 -0.061
H -2.8549 -5.9685 -1.4166 0.073
H -3.2431 -0.4799 4.9863 0.133
C 1.7242 6.3700 0.5023 -0.669
H -1.5408 -3.7537 -1.8904 0.089
H 1.0415 3.4673 5.0271 0.101
H -0.8000 3.1782 -2.4674 0.070
N 0.7700 5.5214 -0.0061 0.148
H 4.6245 0.5582 1.8188 0.068
C 4.5776 1.5860 1.4612 -0.067
O 1.8502 7.5391 0.1740 0.025
C 2.2343 -3.7568 -2.9192 -0.282
C -2.9294 2.6980 -2.3712 -0.287
H 2.0151 0.1972 -3.1968 0.104
H 0.6148 -5.1327 -2.4970 0.054
H 3.5593 2.9202 2.7577 0.067
N 0.2547 3.4987 4.4102 0.167
O -3.1838 -0.5150 -0.3823 -0.039
C -3.1869 0.9478 3.3630 -0.046
O 3.6492 -0.3817 -2.0534 -0.100
H 0.1385 -1.9081 0.0121 0.096
H -0.1487 2.0814 0.4984 0.070
C 2.8353 -4.1240 1.4839 -0.091
H -4.7996 0.8356 -1.6834 0.067
O 1.4258 -2.6671 -2.4951 -0.110
H -2.2415 -5.8314 0.1832 0.073
H 0.6045 -2.6297 -3.0049 0.031
H -1.2884 -1.2487 -2.8813 0.099
H -1.1050 -2.9247 -5.1707 0.096
C 0.4282 2.9576 3.1740 -0.656
H 4.1158 1.1210 -4.3314 0.075
H 0.1043 5.8096 -0.6960 0.096
N -0.3062 -1.0068 0.0415 0.209
C -1.5213 2.5571 -2.9905 -0.069
C 2.8211 0.6546 -2.6135 -0.318
C -3.1028 -1.8265 -3.9500 -0.078
H -3.6487 -1.0224 -3.4468 0.057
H 1.9109 -5.1290 -1.2471 0.051
H 2.3611 -3.7714 -4.0013 0.115
H -1.0652 -5.9404 -1.2097 0.054
C -1.2435 -0.4022 4.2300 -0.040
H -2.7799 0.4512 2.4854 0.057
H -2.7971 2.4670 -1.3116 0.096
H -6.2247 0.2916 -0.8305 0.108
N -0.4845 1.2164 0.0905 0.192
O -3.2861 -3.5573 -0.6536 -0.081

***

[4]
116
Properties=species:S:1:pos:R:3:lowdin_charge:R:1 method="wB97M-V/def2-TZVPD" homo_ev=-8.4 energy_ha=-2585.50653 e_above_lowest_kcal_mol=213.8 lumo_ev=0.00
N -0.5910 0.8854 -0.7494 0.196
C 4.1860 -0.2946 -3.6314 -0.628
H 2.3330 -2.8096 0.5906 0.041
H -0.6510 -3.6716 5.3126 0.146
H 0.5070 -0.0026 1.3256 0.088
H -6.0930 0.1354 1.6646 0.063
H -0.2550 0.3494 -3.6824 0.073
N -2.6770 2.3474 -3.4474 0.189
C 3.3740 -2.8166 0.8006 -0.021
H -4.4860 -0.0306 -2.3994 0.075
N 0.6030 3.1554 -0.0584 0.171
C -2.7700 2.6594 2.8676 -0.031
H -4.5080 -0.4626 1.1476 0.067
H -3.7100 2.3564 -3.4854 0.141
H 4.1610 0.9634 2.5586 0.074
H -3.9360 -0.9236 -1.0614 0.059
O -0.0460 3.5134 -2.2914 -0.151
H 1.3280 0.3014 4.7646 0.043
C 2.3960 0.3424 4.8096 -0.018
O 1.0500 -0.2186 -1.9344 -0.117
H 2.6810 -1.1896 -4.5444 0.055
H 0.4260 -3.2696 -0.3704 0.096
H 0.1910 2.2644 -0.3884 0.046
H 3.3630 2.4484 2.2346 0.083
H 1.8100 -0.7156 0.3886 0.080
H -3.6870 2.4904 2.3396 0.058
N 0.9150 -0.2296 0.4256 0.194
N -0.3400 -3.5966 2.8456 0.143
H 0.6470 -0.3896 -5.6374 0.102
H -0.0460 -4.4756 3.2536 0.108
H -1.2420 2.7694 1.4406 0.123
C 0.4570 0.1314 -0.7544 -0.528
C -3.4160 3.2294 -0.5014 -0.173
H 2.7380 -0.5606 4.3116 0.073
H -0.9420 1.0494 -1.6844 0.096
H -0.3300 -1.9116 -3.6344 0.029
N -0.2020 -2.6796 0.2146 0.109
N -1.9480 -3.7626 -0.5374 0.188
H -3.6330 0.7174 -1.1374 0.053
H -2.6790 3.7294 3.1556 0.107
C 4.1380 -0.5086 0.2336 -0.050
O -2.5160 0.2124 -4.4414 -0.124
H -0.8570 1.0384 4.0096 0.103
O 0.8460 -0.9816 -4.9134 -0.146
C -1.4760 -2.7156 0.1066 -0.601
O 2.3000 2.6534 4.3846 0.029
H 2.4400 0.9674 2.2496 0.050
C -1.9920 1.3104 -3.8294 -0.606
C -0.5390 1.7354 3.2046 -0.056
H 3.9280 1.7154 4.7626 0.129
N -0.5440 -2.7186 4.8576 0.139
O -6.5750 -0.6526 -0.8704 0.067
H -2.9100 2.2894 3.8626 0.078
C 3.9560 -1.5146 1.3046 -0.683
H -2.6410 3.6604 -1.1324 0.069
H -0.0220 -3.2976 -2.2034 0.100
H 2.3130 0.3524 -3.2154 0.038
H 0.3450 1.3924 2.7066 0.042
H -1.4650 -4.6126 -0.8284 0.114
N 0.6420 -4.0986 -2.1374 0.108
H -7.3940 -0.2716 -0.6824 0.092
H -1.0710 -1.9376 -5.1684 0.079
H 2.6760 0.1284 5.8386 0.075
C 1.9320 -3.9306 -2.2504 -0.710
H 3.2560 -2.3996 -2.2194 0.108
H 4.9650 0.1984 0.4896 0.114
H 3.2220 -1.0176 2.0246 0.131
H -1.2100 0.9754 0.0466 0.076
H 0.3040 -5.0766 -2.2554 0.146
O -3.9900 4.1884 0.3526 -0.096
H -0.1210 -3.4846 1.7666 0.110
H 0.8280 3.4804 0.9256 0.158
H -6.0400 1.1784 -0.8874 0.123
C 0.4390 3.9934 -1.0594 -0.564
O -1.7440 0.9774 1.5966 -0.047
H 0.2660 5.8104 -1.6384 0.143
C -1.5860 2.0794 2.2146 -0.620
H -0.6190 -1.9536 5.5206 0.111
H 3.4820 1.3174 -2.5904 0.133
H -0.1010 2.5804 3.7576 0.086
H 3.5860 -3.6206 1.4106 0.066
O 5.0500 -1.8136 1.8296 0.039
O -2.2230 -1.6816 0.6566 -0.089
N 0.7180 5.2514 -0.8934 0.173
N 2.2810 -2.6866 -2.1564 0.187
H 0.1280 -1.7056 0.4246 0.072
H -2.9030 -3.7306 -0.8254 0.115
H 1.7030 -1.8396 -2.0384 0.063
H -4.7800 1.2274 1.1376 0.046
C 2.9960 1.6534 4.2336 -0.632
H -2.1480 0.2894 2.1216 0.118
H -2.9660 2.4194 -0.0544 0.016
H -4.3040 2.9164 -1.0884 0.095
N 3.6670 -1.2206 -4.3664 0.148
H 3.9460 -3.0956 -0.1084 0.098
H -0.1990 2.0614 -3.1654 0.040
H -2.2110 3.1504 -3.1284 0.061
C 3.2470 1.5094 2.7486 -0.031
H -3.2150 4.6814 0.6626 0.081
H 0.3160 -2.9956 -4.8394 0.091
O -0.1730 -1.2196 3.0486 -0.118
C -5.3090 0.2794 0.9476 -0.005
H 4.2120 -2.0106 -4.8214 0.168
H 5.5390 -2.3216 1.1536 0.142
C -0.3820 -2.4856 3.5596 -0.563
H 1.3740 5.6144 -0.2364 0.114
H 4.5890 -1.0696 -0.5994 0.087
N 3.2750 0.5974 -3.3094 0.157
C -0.1310 -2.0046 -4.6584 -0.111
H 3.2480 0.0294 -0.0574 0.056
O 2.6950 -4.9816 -2.3684 -0.057
H 1.7790 2.6304 5.1906 0.127
O 5.5550 -0.2016 -3.3054 -0.178
N -0.6710 1.2834 -3.6054 0.136
C -4.4330 -0.0076 -1.3204 -0.059
C -5.7040 0.2124 -0.5894 -0.602